Record 1
C19H57N3O8 | wB97M-V/def2-TZVPD

The geometry in ORCA input format:
```
! wB97M-V def2-TZVPD RIJCOSX def2/J DEFGRID3
* xyz 0 1
C 0.27 -9.65 -1.56
O -0.46 -9.01 -0.42
C 0.16 -7.77 -0.06
C -0.45 -7.35 1.34
C -1.92 -6.90 1.23
N 0.26 -6.27 1.93
H 1.23 -10.08 -1.28
H 0.46 -8.89 -2.32
H -0.24 -10.58 -1.80
H 1.24 -7.95 0.01
H 0.03 -6.99 -0.81
H -0.34 -8.24 1.97
H -2.28 -6.45 2.15
H -2.57 -7.77 1.07
H -2.04 -6.16 0.44
H -0.07 -5.51 1.36
H 1.25 -6.31 1.72
C 1.29 0.12 -7.21
O 1.95 -0.97 -6.72
C 2.18 -0.96 -5.30
C 3.05 -2.06 -4.64
C 2.62 -3.50 -4.91
N 3.16 -1.91 -3.21
H 1.15 0.06 -8.29
H 1.92 1.01 -7.18
H 0.32 0.24 -6.73
H 2.58 0.00 -4.96
H 1.28 -0.93 -4.68
H 4.07 -2.06 -5.02
H 1.63 -3.72 -4.51
H 3.33 -4.16 -4.41
H 2.59 -3.80 -5.96
H 3.70 -1.09 -2.96
H 3.73 -2.65 -2.83
C 2.06 6.17 -0.07
O 1.02 6.93 0.54
C 1.42 8.13 1.21
C 0.29 8.71 2.12
C -0.83 9.31 1.26
N 0.72 9.65 3.14
H 2.76 6.78 -0.63
H 1.66 5.49 -0.82
H 2.58 5.57 0.68
H 2.24 7.92 1.89
H 1.70 8.92 0.52
H -0.10 7.93 2.78
H -1.56 9.94 1.77
H -1.46 8.63 0.68
H -0.37 9.95 0.51
H 1.41 9.16 3.70
H -0.08 9.54 3.74
C 0.06 0.40 -0.04
C 0.02 -0.91 0.81
C -1.25 -0.92 1.68
O -0.12 -1.99 -0.09
H -0.31 1.27 0.49
H -0.55 0.25 -0.93
H 1.07 0.64 -0.38
H 0.91 -1.09 1.42
H -1.41 -1.83 2.25
H -2.08 -0.77 0.99
H -1.19 -0.09 2.38
H 0.69 -1.93 -0.61
C 0.94 3.48 4.79
O 0.12 2.85 5.69
H 0.41 4.31 4.33
H 1.85 3.81 5.29
H 1.20 2.77 4.01
H -0.55 3.42 6.06
C -2.80 -2.82 -4.59
O -3.08 -2.52 -3.25
H -2.07 -3.63 -4.69
H -3.70 -3.10 -5.14
H -2.42 -1.91 -5.06
H -2.24 -2.56 -2.79
C -0.45 -0.33 9.29
O -0.62 -0.77 7.96
H -0.32 0.75 9.30
H -1.33 -0.62 9.86
H 0.41 -0.77 9.79
H -0.16 -0.12 7.41
C -4.69 3.93 -0.53
O -5.86 4.44 -1.05
H -4.21 4.87 -0.27
H -4.85 3.39 0.40
H -4.07 3.44 -1.28
H -5.90 4.16 -1.97
*
```

## Properties
Highest occupied orbital energy in eV: -9.21
Max |F| in eV Å⁻¹: 3.03
Relative energy (zero: lowest compared OMol25 entry of this formula, charge and spin) in kcal/mol: 50.8
SMILES: COC[C@H](C)N.COC[C@H](C)N.COC[C@H](C)N.CC(C)O.CO.CO.CO.CO
Orbital gap in eV: 9.47
E_tot in a.u.: -1524.05070

Record 2
C3H8CdIO | wB97M-V/def2-TZVPD

The geometry in ORCA input format:
```
! wB97M-V def2-TZVPD RIJCOSX def2/J DEFGRID3
* xyz 1 1
Cd -6.08 -8.87 -25.05
I -2.47 -9.82 -22.46
C -6.42 -9.48 -15.33
C -4.94 -9.55 -15.85
C -4.43 -10.96 -16.06
O -4.84 -8.75 -16.99
H -7.08 -9.40 -16.19
H -6.71 -8.56 -14.80
H -6.62 -10.43 -14.83
H -4.14 -9.10 -15.26
H -3.49 -10.90 -16.59
H -5.22 -11.52 -16.56
H -4.25 -11.41 -15.08
H -4.17 -9.12 -17.57
*
```

## Properties
Highest occupied orbital energy in eV: -11.63
Max |F| in eV Å⁻¹: 2.16
Relative energy (zero: lowest compared OMol25 entry of this formula, charge and spin) in kcal/mol: 79.4
Orbital gap in eV: 1.85
E_tot in a.u.: -659.32796

Record 3
C25H26AuFN3O8 | wB97M-V/def2-TZVPD

The geometry in ORCA input format:
```
! wB97M-V def2-TZVPD RIJCOSX def2/J DEFGRID3
* xyz 1 1
Au -3.46 -0.41 -0.73
O -6.23 2.51 -1.27
C -5.96 1.33 -1.09
O -5.26 0.55 -1.84
C -6.47 0.67 0.21
C -6.44 -0.85 0.11
C -7.17 -1.50 1.28
C -6.20 -1.26 2.46
C -5.07 -0.49 1.79
O -5.03 -1.16 0.48
C -5.49 0.92 1.41
C -4.30 1.79 1.07
O -4.14 2.89 1.53
O -3.34 1.25 0.30
H -7.46 1.07 0.36
H -6.64 -1.25 -0.88
H -7.34 -2.56 1.11
H -8.14 -1.02 1.42
H -5.83 -2.20 2.86
H -6.64 -0.68 3.27
H -4.10 -0.58 2.26
H -5.98 1.43 2.24
F 1.96 3.35 -1.09
C 1.90 2.01 -0.95
C 0.69 1.41 -1.07
C 0.59 0.02 -0.96
C -0.70 -0.63 -1.12
O -1.68 0.12 -1.45
C -0.77 -2.02 -0.94
C 0.40 -2.69 -0.70
N 1.61 -2.12 -0.57
C 2.78 -2.95 -0.38
C 2.70 -4.11 0.55
C 3.51 -2.91 0.93
C 1.73 -0.74 -0.70
C 2.97 -0.10 -0.57
C 3.08 1.28 -0.70
N 4.36 1.88 -0.54
C 4.49 3.33 -0.43
C 5.96 3.66 -0.10
N 6.55 2.47 0.59
C 6.72 1.34 -0.39
C 5.48 1.32 -1.29
C -2.02 -2.87 -1.07
O -1.92 -4.06 -0.93
O -3.15 -2.28 -1.36
H -0.20 2.00 -1.26
H 0.35 -3.77 -0.62
H 3.37 -3.07 -1.29
H 3.22 -5.02 0.26
H 1.78 -4.27 1.08
H 4.59 -2.98 0.91
H 3.10 -2.27 1.70
H 3.84 -0.68 -0.33
H 3.85 3.68 0.38
H 4.22 3.87 -1.33
H 6.03 4.53 0.56
H 6.56 3.84 -0.98
H 5.90 2.17 1.32
H 7.44 2.70 1.04
H 6.82 0.42 0.19
H 7.63 1.51 -0.95
H 5.28 0.30 -1.59
H 5.66 1.89 -2.21
*
```

## Properties
Highest occupied orbital energy in eV: -9.70
Max |F| in eV Å⁻¹: 1.00
Orbital gap in eV: 5.99
E_tot in a.u.: -1969.65341

Record 4
C11H21IN3O2P2Tc | wB97M-V/def2-TZVPD

The geometry in ORCA input format:
```
! wB97M-V def2-TZVPD RIJCOSX def2/J DEFGRID3
* xyz 3 4
C 4.55 -4.11 1.38
C 3.18 -3.52 1.68
H 4.83 -4.92 2.08
H 5.32 -3.34 1.43
H 4.58 -4.52 0.37
O 2.45 -3.87 2.57
I 2.45 -1.82 0.31
Tc -0.62 0.56 -0.17
P -1.30 -1.19 -1.48
C -3.04 -1.73 -1.25
C -1.23 -0.63 -3.21
H -1.60 -1.42 -3.87
H -0.70 -3.40 -2.26
H -0.20 -0.38 -3.47
H 0.71 -2.53 -1.52
H -3.71 -0.87 -1.38
H -1.85 0.27 -3.34
C -0.36 -2.74 -1.45
H -3.29 -2.50 -1.99
H -0.54 -3.20 -0.47
H -3.16 -2.13 -0.24
P 0.60 1.84 1.26
C -0.33 2.58 2.65
C 2.06 1.12 2.05
H 1.87 2.91 -0.48
H 1.76 3.94 0.99
H 0.36 3.80 -0.13
C 1.21 3.27 0.32
H 2.68 0.60 1.30
H 2.63 1.92 2.55
H 0.33 3.25 3.22
H -0.71 1.78 3.31
H 1.71 0.38 2.78
H -1.19 3.15 2.27
C -1.75 -0.02 1.25
O -2.50 -0.35 2.10
N -1.81 1.84 -0.82
C -2.52 2.70 -1.26
N -3.46 3.46 -1.55
C -3.61 4.47 -2.40
N -3.83 5.37 -3.13
*
```

## Properties
Highest occupied orbital energy (alpha / beta) in eV: -18.11 / -18.48
Max |F| in eV Å⁻¹: 7.68
Orbital gap (alpha / beta) in eV: 6.27 / 3.74
E_tot in a.u.: -1806.45559